[1]
Density functional theory data (ωB97M-V/def2-TZVPD) for C7H15NO6P as an isolated structure at a distorted geometry.

XYZ file:
```
30
Properties=species:S:1:pos:R:3
C -0.791 -1.338 0.762
C -1.843 0.462 -0.380
C -0.458 -2.829 0.888
C -1.576 2.825 -0.039
C 2.274 2.100 1.443
C 2.973 -1.153 -1.372
C -1.888 -0.910 0.059
N -2.879 -1.712 -0.474
O 0.285 -0.602 1.013
O -2.508 0.600 -1.483
O 0.913 0.785 -1.159
O -1.457 1.424 0.389
O 2.455 0.816 0.849
O 2.099 -1.355 -0.258
P 1.381 0.049 -0.017
H -0.849 -3.432 0.078
H 0.690 -3.024 0.756
H -0.907 -3.238 1.758
H -1.547 3.332 0.863
H -2.446 2.935 -0.546
H -0.566 2.927 -0.576
H 1.450 2.109 2.170
H 1.813 2.667 0.617
H 3.188 2.326 1.761
H 2.709 -0.441 -2.130
H 3.059 -2.072 -1.809
H 4.016 -1.039 -1.120
H -2.975 -2.535 0.053
H -2.908 1.476 -1.655
H -3.705 -1.154 -0.442
```

Output
HOMO-LUMO gap = 8.30 eV
calculated total energy = -1123.02934 Ha
energy relative to the best compared isomer or geometry (same formula, charge and spin) = 13.9 kcal per mole
lowest unoccupied orbital energy = -0.153 hartree
net charge = +1

Atom-resolved charges from Löwdin, all expressed in e: -0.23, -0.31, 0.03, 0.09, -0.03, -0.09, -0.19, 0.15, -0.07, 0.22, -0.17, 0.03, -0.18, -0.17, 0.43, 0.08, 0.13, 0.08, 0.09, 0.06, 0.15, 0.10, 0.09, 0.06, 0.09, 0.07, 0.10, 0.09, 0.17, 0.10

[2]
Density functional theory data (ωB97M-V/def2-TZVPD) for a 15-piece molecular cluster, C28H51Cl28F2I2N3OS2 overall at a distorted geometry.

XYZ file:
```
117
Properties=species:S:1:pos:R:3
C 4.625 -0.661 -2.386
C 3.469 0.051 -1.699
S 2.480 0.895 -2.980
C 0.765 0.782 -2.374
C -0.165 0.314 -3.509
N 0.274 -0.979 -4.038
N 0.818 -0.866 -5.382
C 0.468 -1.773 -6.123
S 0.065 -2.921 -7.081
C -1.663 0.145 -3.047
C -2.523 0.332 -4.321
N -3.919 0.746 -4.068
C -2.042 1.130 -1.941
C -1.881 2.617 -2.286
C -1.313 3.448 -1.135
F -3.150 3.175 -2.573
O -1.749 -1.197 -2.544
C -3.012 -1.706 -2.330
F -3.405 -2.441 -3.458
C -3.010 -2.591 -1.108
I -3.849 -1.628 0.554
C -2.504 -3.819 -1.011
C -2.553 -4.645 0.237
I -1.522 -4.713 -2.624
H 5.047 -0.072 -3.201
H 5.404 -0.878 -1.654
H 4.276 -1.613 -2.791
H 3.833 0.813 -1.011
H 2.823 -0.649 -1.169
H 0.720 0.115 -1.510
H 0.516 1.780 -2.029
H -0.100 1.028 -4.328
H 0.940 -1.439 -3.430
H -2.534 -0.603 -4.884
H -2.040 1.063 -4.970
H -4.529 0.005 -4.385
H -4.158 1.607 -4.539
H -3.089 0.988 -1.665
H -1.464 0.874 -1.052
H -1.269 2.744 -3.183
H -2.131 3.803 -0.510
H -0.643 2.850 -0.517
H -0.718 4.259 -1.538
H -3.770 -0.928 -2.219
H -2.300 -5.684 0.033
H -3.559 -4.630 0.663
H -1.871 -4.259 0.996
C -2.394 -4.520 4.604
Cl -0.991 -3.441 4.605
Cl -2.287 -5.764 3.353
H -2.454 -5.009 5.567
H -3.283 -3.927 4.425
C -0.347 4.595 2.486
Cl 0.679 3.176 2.227
Cl -0.265 5.737 1.142
H -1.375 4.266 2.589
H -0.014 5.099 3.385
C 4.706 -2.378 1.463
Cl 5.606 -0.931 1.002
Cl 4.510 -3.504 0.109
H 5.245 -2.882 2.257
H 3.722 -2.082 1.803
C 4.606 0.787 4.821
Cl 3.565 -0.024 3.640
Cl 5.733 -0.341 5.586
H 5.181 1.547 4.304
H 3.980 1.218 5.596
C -1.494 6.253 -4.266
Cl -0.858 6.399 -2.619
Cl -0.323 5.505 -5.355
H -2.380 5.629 -4.229
H -1.734 7.244 -4.633
C -1.980 -2.347 8.069
Cl -1.366 -3.311 9.417
Cl -3.449 -3.046 7.369
H -2.228 -1.361 8.444
H -1.219 -2.299 7.299
C 3.457 2.904 8.356
Cl 5.122 3.047 7.784
Cl 2.488 1.904 7.264
H 3.460 2.440 9.335
H 3.020 3.894 8.398
C -2.861 0.036 11.384
Cl -4.209 1.125 11.712
Cl -1.834 0.626 10.066
H -2.253 -0.045 12.277
H -3.256 -0.933 11.101
C 1.247 -6.712 -5.250
Cl -0.369 -6.113 -5.649
Cl 1.189 -8.123 -4.189
H 1.745 -6.990 -6.171
H 1.787 -5.920 -4.745
C -3.924 6.110 -0.312
Cl -3.826 6.157 1.456
Cl -5.201 7.160 -0.935
H -2.975 6.444 -0.714
H -4.132 5.092 -0.622
C -2.618 -7.511 -8.707
Cl -1.984 -5.895 -9.031
Cl -2.623 -8.531 -10.152
H -1.991 -7.979 -7.957
H -3.636 -7.415 -8.350
C 7.084 5.284 5.647
Cl 8.720 5.423 5.001
Cl 6.044 4.292 4.613
H 7.134 4.821 6.625
H 6.651 6.275 5.713
C -5.851 -2.259 -5.659
Cl -6.981 -0.897 -5.548
Cl -4.895 -2.213 -7.144
H -5.172 -2.220 -4.816
H -6.423 -3.179 -5.642
C 7.325 3.093 1.330
Cl 6.407 2.237 0.085
Cl 8.418 2.019 2.209
H 7.910 3.871 0.853
H 6.626 3.522 2.037
```

Output
HOMO-LUMO gap = 8.28 eV
calculated total energy = -15813.73387 Ha
lowest unoccupied orbital energy = -0.003 hartree

Löwdin atomic charge list, values in e, 99 entries: -0.20, -0.55, 0.89, -0.42, -0.32, -0.02, 0.03, -0.77, 0.73, -0.38, -0.16, 0.05, -0.08, -0.33, -0.09, -0.05, -0.04, -0.49, -0.06, -0.68, 0.96, -0.79, -0.26, 1.00, 0.06, 0.01, 0.07, 0.03, 0.06, 0.10, 0.05, 0.13, 0.11, 0.12, 0.12, 0.02, 0.08, 0.11, 0.12, 0.13, 0.07, 0.05, -0.01, 0.10, 0.04, 0.05, 0.05, -1.05, 0.52, 0.56, 0.00, 0.01, -1.01, 0.51, 0.52, 0.01, 0.02, -1.02, 0.51, 0.52, 0.03, -0.02, -1.04, 0.53, 0.51, -0.01, -0.09, -0.99, 0.57, 0.52, 0.02, 0.03, -1.02, 0.51, 0.54, -0.05, 0.00, -0.97, 0.54, 0.56, 0.03, 0.03, -1.01, 0.52, 0.52, 0.03, 0.02, -1.01, 0.43, 0.51, 0.03, 0.03, -1.05, 0.50, 0.52, -0.03, 0.01, -1.04, 0.49

[3]
Density functional theory data (ωB97M-V/def2-TZVPD) for one molecule with the formula C4H6N2 at a distorted geometry.

XYZ file:
```
12
Properties=species:S:1:pos:R:3
C -0.775 0.098 -0.180
C 0.255 1.025 -0.141
C 1.558 0.618 -0.119
C 0.046 -1.077 -0.292
H -2.386 0.966 0.169
H -2.680 -0.723 0.518
H 0.161 2.180 -0.042
H 2.434 1.059 0.217
H 2.172 -1.273 -0.060
H -0.151 -2.125 -0.314
N -2.110 -0.039 0.027
N 1.476 -0.709 0.217
```

Output
HOMO-LUMO gap = 8.58 eV
calculated total energy = -265.41723 Ha
energy relative to the best compared isomer or geometry (same formula, charge and spin) = 74.3 kcal per mole
lowest unoccupied orbital energy = 0.042 hartree

Atom-resolved charges from Löwdin, all expressed in e: -0.37, -0.13, -0.16, 0.00, 0.11, 0.10, 0.12, 0.09, 0.06, 0.07, 0.08, 0.02

[4]
Density functional theory data (ωB97M-V/def2-TZVPD) for a 2-piece molecular cluster, C2H9N2 overall at a distorted geometry.

XYZ file:
```
13
Properties=species:S:1:pos:R:3
C 0.603 -0.554 0.345
C -0.644 -1.166 0.621
N 0.410 1.309 -1.472
N -1.155 -1.053 1.810
H 1.164 -0.161 1.242
H 0.336 0.300 -0.364
H 1.113 -1.075 -0.459
H -1.157 -1.693 -0.147
H -0.195 1.366 -2.331
H 0.486 2.283 -1.173
H 1.340 0.984 -1.784
H -0.638 -0.837 2.601
H -2.050 -1.455 1.969
```

Output
HOMO-LUMO gap = 10.09 eV
calculated total energy = -190.83117 Ha
energy relative to the best compared isomer or geometry (same formula, charge and spin) = 27.1 kcal per mole
lowest unoccupied orbital energy = -0.149 hartree
net charge = +1

Atom-resolved charges from Löwdin, all expressed in e: -0.07, -0.09, 0.03, 0.21, 0.14, 0.02, 0.11, 0.15, 0.10, 0.08, 0.08, 0.12, 0.13